81
Properties=species:S:1:pos:R:3:forces:R:3 method="wB97M-V/def2-TZVPD" molar_mass_g_mol=724.62 s_squared=0.78 spin_multiplicity=2 total_charge=-2 homo_ev="-2.315 / -2.329"
O -0.270491 0.912469 0.574745 0.873 0.297 -0.803
V 1.149139 1.457109 0.177098 -1.310 1.090 0.247
O -0.635177 5.230799 1.270798 -0.625 0.070 0.536
C 0.232041 4.586394 0.464879 2.502 -0.841 -2.734
O 0.663343 3.463431 0.943358 -0.194 -1.791 0.582
O 0.629600 5.051892 -0.602654 -1.304 0.499 1.254
H -0.753738 4.597972 1.998026 0.084 0.395 0.128
O 0.469288 1.249810 -4.169042 -0.775 -1.767 0.071
C 0.719175 2.127156 -3.141088 1.252 3.575 0.932
O 0.561003 1.715577 -1.955540 -0.104 -1.495 0.193
O 1.078517 3.268485 -3.470290 -0.470 -1.180 -0.406
H 0.477282 1.745647 -4.988668 0.240 0.526 0.156
O 2.532834 -0.622569 3.792258 0.677 -0.218 0.244
C 1.579729 -0.249752 2.914029 -3.862 0.866 -1.671
O 0.443692 -0.801797 3.048036 1.195 -0.307 0.410
O 1.793103 0.651394 2.064759 2.031 0.086 0.309
H 2.037099 -1.293674 4.289171 0.245 0.149 0.066
O 5.333207 2.225424 -1.072849 0.586 -0.248 0.481
C 4.092522 2.816650 -0.934579 -2.109 1.669 -0.520
O 3.927953 3.913762 -1.477771 0.968 -0.429 0.247
O 3.222827 2.190188 -0.271711 -0.371 -1.618 0.331
H 5.859489 3.006371 -1.294388 0.028 -0.271 -0.313
O 1.656525 -0.652023 -0.632278 -0.032 -0.351 0.827
P 1.928835 -1.994735 -1.172130 0.541 -0.748 -1.527
N 2.760160 -3.073738 -0.177045 0.637 1.125 0.134
C 3.392955 -4.317368 -0.598516 -0.256 0.732 0.407
C 2.642095 -2.886880 1.275508 -0.079 0.217 -0.092
N 2.845913 -1.957358 -2.598641 -0.043 -1.199 1.485
C 2.336285 -1.241504 -3.752676 0.169 0.753 0.006
C 4.281834 -1.724302 -2.396358 0.129 -0.197 -1.387
N 0.530373 -2.814490 -1.642554 -0.084 0.592 -0.673
C -0.632935 -2.692950 -0.809547 -0.778 0.812 0.639
C 0.543056 -4.006664 -2.476494 0.074 0.040 0.916
H 4.354026 -4.456305 -0.092791 0.109 0.259 -0.011
H 3.591353 -4.250521 -1.665780 -0.296 -0.543 -0.055
H 2.776326 -5.155832 -0.259956 -0.065 -0.284 -0.601
H 3.142890 -2.002411 1.676969 -0.111 0.213 -0.457
H 3.145537 -3.711435 1.781652 -0.357 -0.279 -0.069
H 1.580284 -2.823536 1.521076 0.131 -0.093 0.554
H 2.431028 -0.165088 -3.590660 -0.209 0.049 -0.105
H 2.963745 -1.483824 -4.614616 -0.117 -0.188 -0.046
H 1.294564 -1.454032 -3.980246 -0.015 -0.109 0.202
H 4.694086 -1.767753 -3.411027 0.130 0.265 -0.004
H 4.533893 -0.739368 -1.998348 -0.044 -0.105 0.374
H 4.793799 -2.562020 -1.924159 -0.230 0.292 0.634
H -0.648384 -3.316956 0.095711 0.292 -0.206 -0.091
H -0.749411 -1.659286 -0.472466 0.262 -0.005 0.112
H -1.566609 -2.905163 -1.340026 0.198 -0.184 -0.361
H -0.276968 -4.024170 -3.199550 0.065 0.387 -0.157
H 0.349027 -4.866868 -1.821192 0.347 -0.304 -0.169
H 1.508370 -4.081059 -2.971322 -0.104 -0.198 -0.107
C -0.829271 1.995522 4.250685 1.002 -0.810 -0.035
S -1.674363 3.456052 4.858521 0.256 0.229 0.723
O -0.643824 4.538921 4.655578 -0.930 -0.152 -0.252
C -3.033626 3.602292 3.610277 1.910 -1.049 -0.422
H -0.774516 1.918251 3.165774 -0.179 0.120 -0.135
H -1.016717 1.014177 4.691076 -1.125 0.189 -0.068
H 0.206413 2.100030 4.585422 0.016 0.721 -0.107
H -3.263070 4.638594 3.391292 -0.207 0.037 0.363
H -3.824665 2.909825 3.887959 -0.221 0.307 0.173
H -2.515209 3.156886 2.755317 -0.495 0.289 -0.437
C -4.893733 1.001401 -1.656515 -0.238 -0.212 -0.211
S -3.178492 1.608419 -1.888963 0.346 -0.063 -0.464
O -2.582315 2.015971 -0.601533 -0.766 -0.082 0.048
C -2.458792 -0.014907 -2.249420 -0.265 -1.062 0.756
H -5.597646 1.833253 -1.659995 0.229 0.189 0.122
H -5.053269 0.411326 -0.754606 0.357 0.038 0.148
H -5.151865 0.372453 -2.512346 0.145 0.038 -0.072
H -1.376598 0.050964 -2.363927 -0.020 0.441 -0.132
H -2.921115 -0.626017 -3.028847 -0.034 0.682 -0.493
H -2.650866 -0.628166 -1.363526 0.150 0.263 0.307
C -2.890522 -0.293090 1.880172 -0.218 0.244 -0.145
S -4.098396 -0.744109 3.144759 0.648 -0.787 0.226
O -4.140550 0.373150 4.147866 -0.450 -0.215 -0.779
C -5.545789 -0.679451 2.035676 0.202 0.983 -0.540
H -1.859380 -0.308528 2.242120 -0.121 0.128 0.371
H -3.183990 0.699815 1.535258 0.332 0.092 -0.087
H -2.915119 -0.978111 1.029946 -0.292 -0.139 0.107
H -5.468245 -1.331612 1.163870 0.337 -0.445 0.368
H -5.524020 0.319343 1.589206 -0.322 0.174 0.303
H -6.485554 -0.867773 2.547803 0.131 0.056 0.242